1.
Formula: C5H7O3S
Source: the OMol25 dataset
Level of theory: ωB97M-V/def2-TZVPD

The value obtained for the energy relative to the best compared isomer or geometry (same formula, charge and spin) is 14.8 kcal/mol. As for the largest force on an atom: 3.2 eV/Å. The value obtained for the total energy is -818.65988 a.u. As for the HOMO energy: -0.1849 Ha. Its SMILES is C=C(C)C(=C)S(=O)(=O)[O-]. As for the charge: -1. For the HOMO-LUMO gap, the calculation gives 8.8 eV.

Each line ends with the Löwdin charge.
Geometry (Å):
C 1.213 -0.116 -0.929  0.0155
C -1.073 -1.934 0.356  0.0015
C 0.187 0.301 -0.204  -0.3289
C -1.060 -0.668 0.016  -0.2814
C 0.058 1.630 0.438  -0.0925
O -3.661 -0.728 -0.368  -0.3830
O -2.459 1.253 -1.147  -0.3793
O -2.731 0.852 1.258  -0.3735
S -2.631 0.264 -0.081  0.4053
H 2.067 0.517 -1.125  0.0447
H 1.231 -1.092 -1.382  0.0482
H -2.035 -2.409 0.461  0.0534
H -0.188 -2.528 0.540  0.0547
H -0.767 2.150 -0.049  0.0619
H 0.982 2.201 0.341  0.0724
H -0.214 1.523 1.488  0.0811



2.
Formula: C13H23I2OP2TcTe
Source: the OMol25 dataset
Level of theory: ωB97M-V/def2-TZVPD

The value obtained for the energy relative to the best compared isomer or geometry (same formula, charge and spin) is 0.0 kcal/mol. As for the largest force on an atom: 4.1 eV/Å. As for the spin multiplicity: 4. The value obtained for the total energy is -2210.20524 a.u. As for the HOMO energy (spin up / spin down): -0.6234 / -0.6419 Ha. As for the charge: +3. For the HOMO-LUMO gap (spin up / spin down), the calculation gives 5.2 / 3.9 eV.

Each line ends with the Mulliken spin population.
Geometry (Å):
I -5.716 -2.839 0.075  0.4048
I -4.519 -4.872 1.403  0.5897
Tc -0.739 -0.365 -0.166  0.9951
P -0.203 -1.769 -1.870  0.0561
C -1.482 -2.996 -2.317  -0.0078
C -0.025 -0.665 -3.309  0.0558
H 0.292 -1.263 -4.167  0.0128
H 1.451 -3.133 -3.004  0.0005
H 0.727 0.113 -3.129  -0.0035
H 2.189 -2.318 -1.600  0.0042
H -2.460 -2.509 -2.426  0.0009
H -0.995 -0.212 -3.533  0.0021
C 1.288 -2.840 -1.954  0.0098
H -1.225 -3.498 -3.257  0.0037
H 1.121 -3.730 -1.330  -0.0007
H -1.559 -3.758 -1.526  0.0026
P -1.006 0.278 2.011  0.0676
C -2.576 -0.247 2.790  -0.0070
C 0.121 -0.002 3.433  0.0025
H -0.193 2.471 1.296  -0.0097
H -1.094 2.527 2.832  0.0180
H -1.986 2.359 1.302  0.0012
C -1.069 2.089 1.833  0.0569
H 1.174 0.165 3.164  0.0082
H -0.157 0.702 4.236  0.0009
H -2.726 0.269 3.745  0.0044
H -2.553 -1.329 2.988  0.0037
H 0.001 -1.037 3.784  0.0002
H -3.432 -0.038 2.135  0.0007
C -1.686 -1.873 0.443  0.0007
O -2.239 -2.837 0.846  -0.0281
Te 1.739 -0.473 0.441  0.7388
C 2.143 1.568 -0.158  -0.0018
C 1.515 2.330 -1.159  -0.0081
C 2.052 3.599 -1.472  -0.0044
C 3.124 4.115 -0.730  0.0452
C 3.667 3.368 0.326  -0.0190
C 3.180 2.105 0.616  0.0187
H 0.637 1.960 -1.705  -0.0049
H 1.616 4.186 -2.292  -0.0002
H 3.514 5.113 -0.946  0.0011
H 4.488 3.764 0.921  -0.0006
H 3.600 1.520 1.427  -0.0111



3.
Formula: C20H65O25P5
Source: the OMol25 dataset
Level of theory: ωB97M-V/def2-TZVPD

The value obtained for the energy relative to the best compared isomer or geometry (same formula, charge and spin) is 156.7 kcal/mol. As for the largest force on an atom: 4.0 eV/Å. The value obtained for the total energy is -4388.91479 a.u. As for the HOMO energy: -0.3739 Ha. Its SMILES is COP(=O)(OC)OC.COP(=O)(OC)OC.COP(=O)(OC)OC.COP(=O)(OC)OC.COP(=O)(OC)OC.CO.CO.CO.CO.CO. As for the charge: 0. For the HOMO-LUMO gap, the calculation gives 10.4 eV.

Each line ends with the Löwdin charge.
Geometry (Å):
C 1.460 1.445 11.798  -0.1028
O 0.784 1.176 10.568  -0.2455
P 1.391 0.391 9.262  0.5050
O 2.886 0.629 9.208  -0.2782
O 0.885 -1.154 9.394  -0.2034
C 1.119 -1.937 10.492  -0.1642
O 0.577 0.874 7.958  -0.2141
C 0.583 2.265 7.516  -0.0776
H 2.535 1.314 11.671  0.0758
H 1.252 0.724 12.589  0.0854
H 1.321 2.505 12.009  0.0915
H 0.545 -2.024 11.415  0.0914
H 2.156 -1.860 10.817  0.0924
H 1.008 -2.957 10.123  0.0905
H 1.625 2.572 7.424  0.0840
H 0.075 2.945 8.200  0.0850
H 0.155 2.549 6.555  0.0848
C -9.408 0.618 -4.521  -0.1094
O -8.759 1.810 -5.006  -0.2182
P -7.166 1.776 -5.350  0.4785
O -6.366 1.015 -4.378  -0.2398
O -6.824 3.424 -5.301  -0.2449
C -7.605 4.417 -5.958  -0.1223
O -6.966 1.343 -6.915  -0.2558
C -5.571 1.435 -7.532  -0.0267
H -10.210 0.884 -3.832  0.0859
H -8.809 -0.213 -4.146  0.0879
H -10.056 0.093 -5.223  0.0779
H -6.925 4.860 -6.686  0.0785
H -7.919 5.361 -5.513  0.0848
H -8.410 3.885 -6.465  0.0799
H -5.504 2.206 -8.299  0.0780
H -5.382 0.476 -8.015  0.0852
H -4.876 1.762 -6.758  0.0804
C -1.138 -7.672 -3.703  -0.1018
O -1.625 -9.015 -3.900  -0.2217
P -0.591 -10.288 -4.091  0.4940
O -0.829 -11.519 -3.264  -0.2538
O 0.841 -9.537 -3.969  -0.2377
C 1.974 -10.157 -4.461  -0.1313
O -0.621 -10.742 -5.649  -0.2475
C -1.929 -11.091 -6.161  -0.0871
H -0.263 -7.344 -4.264  0.0823
H -0.905 -7.524 -2.648  0.0904
H -1.937 -7.012 -4.038  0.0881
H 1.890 -10.415 -5.516  0.0858
H 2.193 -11.094 -3.949  0.0947
H 2.750 -9.407 -4.312  0.0964
H -2.422 -10.251 -6.648  0.0866
H -2.425 -11.423 -5.248  0.0746
H -1.912 -11.906 -6.885  0.0881
C 5.053 0.080 0.722  -0.1057
O 4.562 0.338 -0.569  -0.2230
P 3.826 -0.771 -1.461  0.4988
O 3.597 -0.414 -2.932  -0.2774
O 4.633 -2.185 -1.314  -0.2412
C 5.970 -2.272 -1.882  -0.0788
O 2.401 -1.059 -0.704  -0.2201
C 1.600 0.013 -0.271  -0.1353
H 5.763 -0.743 0.645  0.0801
H 4.241 -0.002 1.445  0.0947
H 5.737 0.822 1.134  0.0908
H 6.644 -1.666 -1.275  0.0746
H 5.956 -1.746 -2.837  0.0830
H 6.341 -3.292 -1.983  0.0929
H 0.642 -0.048 -0.788  0.0961
H 1.969 1.037 -0.224  0.0883
H 1.468 -0.112 0.804  0.0822
C -4.995 8.912 -0.172  -0.1041
O -6.072 9.468 0.594  -0.2226
P -6.133 11.073 0.839  0.4649
O -4.813 11.725 0.758  -0.2363
O -7.242 11.600 -0.193  -0.1996
C -7.255 12.855 -0.714  -0.1680
O -6.834 11.043 2.336  -0.2314
C -7.235 12.294 2.927  -0.0923
H -4.862 9.419 -1.128  0.0896
H -5.169 7.837 -0.218  0.0889
H -4.028 8.958 0.329  0.0833
H -8.150 13.447 -0.523  0.0925
H -6.988 12.791 -1.769  0.0976
H -6.490 13.493 -0.272  0.0822
H -7.525 13.014 2.162  0.0767
H -6.528 12.667 3.667  0.0910
H -8.133 12.014 3.478  0.0874
C 10.466 -10.262 -2.349  -0.2435
O 11.256 -10.844 -3.258  -0.0822
H 9.838 -10.788 -1.630  0.0743
H 11.133 -9.589 -1.810  0.0874
H 9.681 -9.702 -2.857  0.0754
H 10.728 -11.241 -3.954  0.0886
C 2.333 7.027 1.112  -0.1942
O 2.622 6.637 -0.184  -0.1131
H 2.125 6.119 1.677  0.0757
H 3.240 7.379 1.603  0.0704
H 1.584 7.819 1.128  0.0857
H 3.078 5.797 -0.095  0.0756
C -3.235 -3.716 4.278  -0.1943
O -4.110 -3.653 3.196  -0.1122
H -3.090 -2.844 4.914  0.0779
H -3.279 -4.597 4.919  0.0758
H -2.343 -4.054 3.751  0.0744
H -3.683 -3.171 2.484  0.0785
C 10.391 3.628 -4.060  -0.1697
O 10.937 2.411 -3.531  -0.1149
H 9.327 3.813 -4.206  0.0755
H 10.574 4.439 -3.355  0.0664
H 10.833 3.946 -5.005  0.0713
H 11.893 2.481 -3.580  0.0714
C 4.653 -6.000 3.340  -0.1929
O 5.848 -6.066 4.050  -0.1131
H 4.770 -6.521 2.390  0.0817
H 3.856 -6.592 3.790  0.0700
H 4.305 -4.967 3.314  0.0783
H 5.666 -5.691 4.915  0.0760